DFT (the ωB97M-V functional and the def2-TZVPD basis) results for the molecule C21H27N3O2 at a distorted geometry.

```
53
Properties=species:S:1:pos:R:3:mulliken_charge:R:1
O -2.27 -2.01 -2.35 -0.7053
C -2.31 -1.39 -1.31 0.1054
N -3.17 -0.39 -1.08 -0.1091
C -3.95 0.22 -2.13 -0.8907
C -3.60 1.71 -2.27 -1.4531
C -2.11 1.93 -2.33 0.7137
C -1.43 2.37 -1.27 -0.1674
C 0.05 2.61 -1.25 0.0514
C 0.63 2.62 -2.66 -1.0882
C 0.07 1.45 -3.47 -0.5001
C -1.44 1.61 -3.63 -0.7025
C -1.38 -1.72 -0.14 1.1423
C -1.59 -3.16 0.34 -1.1519
C -0.55 -3.51 1.41 -0.6404
C 0.86 -3.28 0.87 -0.8501
N 1.01 -1.93 0.38 0.2010
C 1.49 -0.95 1.17 0.7408
N 1.39 0.32 0.93 -0.3504
C 2.10 0.92 1.94 0.3478
C 2.36 2.25 2.22 -0.5531
C 3.13 2.53 3.34 -0.5639
C 3.62 1.52 4.16 -0.4093
C 3.38 0.19 3.90 -1.1153
C 2.61 -0.09 2.78 0.5363
O 2.21 -1.29 2.27 -0.4617
C 0.06 -1.56 -0.65 -1.2909
H -3.09 0.14 -0.22 0.3196
H -5.02 0.11 -1.93 0.3381
H -3.71 -0.33 -3.05 0.4280
H -4.07 2.10 -3.18 0.3672
H -4.01 2.25 -1.42 0.3582
H -1.95 2.59 -0.35 0.3570
H 0.52 1.83 -0.64 -0.2518
H 0.25 3.56 -0.76 0.5968
H 0.37 3.55 -3.16 0.3750
H 1.72 2.55 -2.61 0.3969
H 0.29 0.52 -2.95 0.0876
H 0.55 1.41 -4.45 0.3591
H -1.66 2.41 -4.35 0.3857
H -1.86 0.68 -4.04 0.3833
H -1.54 -1.02 0.69 0.3429
H -2.59 -3.28 0.74 0.3686
H -1.48 -3.83 -0.52 0.3721
H -0.66 -4.55 1.71 0.4523
H -0.70 -2.88 2.29 0.3439
H 1.61 -3.46 1.64 0.4345
H 1.05 -3.96 0.03 0.3846
H 1.98 3.03 1.59 0.4864
H 3.34 3.56 3.59 0.3971
H 4.21 1.79 5.03 0.3754
H 3.76 -0.60 4.53 0.4310
H 0.26 -0.53 -0.93 0.0406
H 0.21 -2.22 -1.51 0.2352
```

Energy above the lowest of the compared OMol25 structures with the same formula, charge and spin in kJ/mol: 64.5
Structure (SMILES): O=C(NCCC1=CCCCC1)[C@H]1CCCN(c2nc3ccccc3o2)C1
Max |F| in Eh/bohr: 0.0229
Orbital gap in eV: 8.6
Molecular weight in g/mol: 353.5
Spin multiplicity: 1
Energy in eV: -30781.8914
E_LUMO in eV: 0.7776
HOMO energy in eV: -7.9

***

DFT (the ωB97M-V functional and the def2-TZVPD basis) results for a cluster of 5 separate species, C44H57BClF32INO8 in total.

```
145
Properties=species:S:1:pos:R:3:mulliken_charge:R:1
C 3.96 2.00 5.26 -0.9852
C 5.30 2.52 4.76 0.2045
O 5.14 3.71 4.00 -0.4751
C 5.69 3.69 2.71 -1.2311
C 4.85 2.86 1.70 -0.1300
C 5.58 1.61 1.19 -0.5242
C 6.33 1.82 -0.11 -1.1460
O 6.67 0.58 -0.73 -0.3219
C 6.78 -0.50 0.16 -1.1114
I 7.61 -2.10 -0.97 0.0696
C 5.45 -0.87 0.86 0.7392
C 5.71 -1.31 2.31 -1.4342
C 6.69 -2.47 2.50 -1.1468
C 6.86 -2.78 4.00 -0.4587
Cl 8.58 -2.85 4.48 -0.1984
B 4.55 -2.00 0.06 1.4004
O 4.37 -1.75 -1.29 -0.5113
C 3.80 -3.19 0.73 0.7853
C 3.51 -4.35 -0.24 -1.6684
N 4.65 0.45 0.98 0.9209
C 3.70 0.70 -0.16 -1.7691
O 2.52 0.02 0.13 0.6184
C 1.73 0.66 1.09 0.1842
C 1.75 0.12 2.37 -0.2571
C 1.01 0.70 3.40 1.0878
C 1.00 0.11 4.79 -1.8514
C 0.26 1.83 3.08 -1.4824
C 0.23 2.35 1.80 -0.3165
C 0.96 1.78 0.74 -0.2637
C 0.89 2.32 -0.68 1.7344
C -0.13 3.45 -0.83 -2.7503
C 0.65 1.21 -1.72 -1.0196
H 3.98 0.92 5.43 0.2437
H 3.19 2.24 4.52 0.1793
H 3.67 2.50 6.19 0.4370
H 5.97 2.75 5.59 0.4457
H 5.78 1.75 4.13 -0.1783
H 6.71 3.29 2.75 0.4440
H 5.73 4.72 2.38 0.3511
H 4.60 3.51 0.85 0.8468
H 3.89 2.58 2.15 -0.1421
H 6.30 1.30 1.95 0.8640
H 7.23 2.41 0.08 0.3524
H 5.73 2.37 -0.84 0.4393
H 7.55 -0.29 0.91 0.8751
H 4.75 -1.59 2.76 0.1847
H 6.11 -0.48 2.90 0.5911
H 6.37 -3.37 1.97 0.2939
H 7.67 -2.18 2.12 0.5007
H 6.42 -3.74 4.27 0.4034
H 6.42 -2.00 4.62 0.2462
H 4.62 -2.49 -1.85 0.3815
H 2.83 -2.77 1.03 -0.4575
H 4.25 -3.58 1.65 0.5749
H 2.87 -5.08 0.25 0.3784
H 4.44 -4.87 -0.48 0.3980
H 3.04 -3.98 -1.14 0.2223
H 4.07 0.35 1.82 -0.1494
H 3.56 1.77 -0.27 0.0496
H 4.13 0.28 -1.06 0.4673
H 2.34 -0.77 2.55 0.1786
H 1.88 -0.51 4.96 0.3374
H 0.94 0.88 5.55 0.4352
H 0.13 -0.54 4.91 0.4810
H -0.33 2.32 3.85 0.5248
H -0.39 3.22 1.61 0.5801
H 1.86 2.78 -0.90 0.0556
H 0.15 4.31 -0.20 0.4890
H -0.13 3.81 -1.86 0.6112
H -1.13 3.14 -0.53 0.4245
H 1.57 0.90 -2.21 -0.0009
H 0.18 0.33 -1.29 0.3391
H 0.01 1.59 -2.52 0.4932
C -4.95 4.74 1.28 -0.9468
C -3.68 4.82 0.42 1.1256
C -3.21 6.20 -0.05 0.0447
F -4.12 6.76 -0.87 -0.2221
F -2.05 6.04 -0.73 -0.2218
F -3.77 3.98 -0.63 -0.3083
F -2.66 4.37 1.22 -0.3036
O -6.14 4.38 0.61 -0.3398
C -6.97 5.31 0.05 0.7373
C -7.15 5.07 -1.45 0.7779
F -5.95 5.14 -2.07 -0.2472
F -7.95 6.04 -1.94 -0.2750
F -6.56 6.57 0.31 -0.2924
F -8.19 5.16 0.62 -0.2951
H -4.77 3.92 1.97 0.4162
H -5.07 5.64 1.88 0.3069
H -3.03 6.86 0.81 0.2970
H -7.59 4.09 -1.63 -0.2462
C -0.66 -3.80 -3.76 -0.9363
C -1.77 -2.85 -4.20 0.9959
C -1.88 -2.53 -5.70 0.0353
F -0.77 -1.90 -6.12 -0.2194
F -2.94 -1.71 -5.88 -0.2535
F -1.73 -1.71 -3.49 -0.2429
F -2.94 -3.49 -3.90 -0.3390
O 0.50 -3.20 -3.22 -0.1577
C 1.58 -2.85 -3.98 0.5723
C 1.87 -1.34 -3.88 1.4465
F 0.83 -0.63 -4.33 -0.2193
F 2.95 -1.07 -4.65 -0.3298
F 1.47 -3.23 -5.26 -0.3253
F 2.66 -3.49 -3.46 -0.2992
H -1.08 -4.35 -2.92 0.4172
H -0.42 -4.53 -4.54 0.3299
H -2.03 -3.44 -6.28 0.2927
H 2.09 -1.07 -2.84 -0.7265
C -8.20 -0.24 -4.41 -0.7325
C -8.72 -0.31 -5.85 0.8596
C -8.06 0.61 -6.88 0.0938
F -8.26 1.91 -6.56 -0.2123
F -8.61 0.38 -8.09 -0.2695
F -10.05 -0.14 -5.88 -0.2685
F -8.43 -1.57 -6.28 -0.3238
O -8.96 0.54 -3.50 -0.3909
C -8.73 1.86 -3.30 0.8707
C -9.97 2.71 -3.60 0.2024
F -10.33 2.58 -4.88 -0.2212
F -9.65 4.01 -3.36 -0.2097
F -7.65 2.31 -3.95 -0.2949
F -8.48 2.03 -1.97 -0.3616
H -8.29 -1.25 -4.04 0.3750
H -7.14 0.03 -4.38 0.3731
H -6.98 0.42 -6.94 0.2865
H -10.80 2.41 -2.95 0.2535
C -2.26 -5.72 3.68 -0.7932
C -2.57 -6.03 2.21 0.9256
C -1.59 -6.94 1.46 0.0725
F -0.37 -6.37 1.38 -0.1802
F -2.05 -7.12 0.20 -0.2611
F -2.76 -4.89 1.51 -0.2500
F -3.75 -6.72 2.22 -0.3269
O -1.65 -4.46 3.93 -0.3574
C -0.30 -4.30 3.96 0.7550
C 0.15 -3.27 2.92 0.4564
F -0.18 -3.66 1.67 -0.2784
F 1.50 -3.16 2.97 -0.1938
F 0.37 -5.45 3.82 -0.2737
F 0.04 -3.78 5.16 -0.2986
H -3.24 -5.64 4.15 0.3880
H -1.73 -6.54 4.16 0.3397
H -1.51 -7.91 1.95 0.2601
H -0.30 -2.30 3.12 0.0540
```

Max |F| in Eh/bohr: 0.0161
Charge: +1
Orbital gap in eV: 9.6
Molecular weight in g/mol: 1509.0
Spin multiplicity: 1
Energy in eV: -172676.9327
E_LUMO in eV: -2.1659
HOMO energy in eV: -11.8

***

DFT (the ωB97M-V functional and the def2-TZVPD basis) results for the molecule C3H6N2OS at a distorted geometry.

```
13
Properties=species:S:1:pos:R:3:mulliken_charge:R:1
C 1.94 -0.80 0.01 -0.7101
N 1.22 0.38 -0.18 -0.1534
C -0.04 0.24 -0.06 0.5255
N -0.44 -0.92 0.16 -0.4694
S -2.11 -1.14 -0.11 -0.0780
C -2.23 0.72 0.01 -0.3052
O -0.86 1.33 -0.02 -0.4028
H 1.35 -1.77 -0.42 0.2621
H 3.09 -0.75 -0.56 0.2382
H 1.85 -1.10 1.11 0.2793
H 1.45 1.45 0.00 0.2970
H -2.59 1.09 -0.94 0.2678
H -2.64 1.27 1.02 0.2489
```

Energy above the lowest of the compared OMol25 structures with the same formula, charge and spin in kJ/mol: 418.4
Structure (SMILES): CNC1=NSCO1
Max |F| in Eh/bohr: 0.1269
Orbital gap in eV: 8.6
Molecular weight in g/mol: 118.2
Spin multiplicity: 1
Energy in eV: -19067.8302
E_LUMO in eV: 0.7656
HOMO energy in eV: -7.8